Entry 1:
One molecule with the formula C3H6N2O at a distorted geometry, computed with the ωB97M-V functional and the def2-TZVPD basis.

The geometry in XYZ format:
```
12
Properties=species:S:1:pos:R:3:forces:R:3
C -0.1335 -0.9490 1.2845 0.2 -0.2 0.1
N -0.5455 -0.5641 -0.0543 0.5 -0.6 -0.3
C -0.1842 0.7290 -0.5707 -0.4 -0.7 0.2
N -1.1610 1.5367 -0.4834 0.1 -0.8 0.2
C 1.1399 0.9553 -1.2423 0.2 -0.3 -0.1
O 1.8677 0.0245 -1.4998 -0.3 0.5 0.2
H 0.1850 -0.0620 1.8429 0.0 -0.2 -0.1
H 0.6880 -1.6668 1.2554 0.1 0.0 0.2
H -0.9827 -1.3884 1.8236 0.2 0.0 -0.1
H -0.5425 -1.3023 -0.7362 0.4 -0.2 0.0
H -1.7177 0.6921 -0.0891 -0.9 2.5 -0.3
H 1.3866 1.9952 -1.5307 -0.1 -0.1 0.1
```
Positions in Å, forces in eV/Å.

Energy relative to the best compared isomer or geometry (same formula, charge and spin) ... 272.3 kJ/mol
HOMO level ... -9.43 eV
Kohn-Sham gap ... 0.3404 Eh
E ... -302.589375 Ha
2S+1 ... 1
Net charge ... 0
SMILES ... [H]/N=C(/C=O)NC

Atomic charges from the Löwdin analysis, expressed in e, are listed below: C -0.1008; N -0.1054; C -0.4217; N 0.1745; C -0.1887; O 0.0629; H 0.0894; H 0.0762; H 0.0773; H 0.1184; H 0.0946; H 0.1233

Entry 2:
C17H18BBrCaN6O2 as an isolated structure at a distorted geometry, computed with the ωB97M-V functional and the def2-TZVPD basis.

The geometry in XYZ format:
```
46
Properties=species:S:1:pos:R:3:forces:R:3
C 3.2821 0.3023 -0.2104 -0.6 0.0 -1.6
N 2.0177 0.3771 -0.6287 -0.7 -0.2 0.0
N 1.9530 0.1143 -1.9858 -0.3 0.4 0.8
C 3.2077 -0.0721 -2.4126 0.4 0.0 0.1
C 4.0800 0.0320 -1.3307 0.0 0.0 -0.3
B 0.6080 0.1664 -2.8383 0.4 -1.0 0.3
N -0.4592 -0.9873 -2.5632 -0.5 0.5 1.1
N -1.2093 -1.0947 -1.3886 0.4 0.2 0.0
C -2.0431 -2.1351 -1.4930 1.0 0.9 -1.1
C -1.8802 -2.6898 -2.7657 0.1 0.0 -0.2
C -0.8887 -1.9418 -3.3975 -0.3 -0.3 0.1
Ca -0.0190 -0.0191 0.2325 0.1 -0.8 1.7
N -0.0938 1.5405 -2.5319 -0.6 1.6 -0.5
N -0.5145 1.7644 -1.2093 -0.8 1.7 0.1
C -1.0754 2.9646 -1.1563 0.8 -2.0 0.7
C -1.0334 3.5428 -2.4298 -0.6 1.2 0.2
C -0.4078 2.6110 -3.2605 1.3 -2.7 -0.2
H -1.4627 3.3164 -0.2116 -0.1 0.2 -0.2
H -0.1629 2.6278 -4.3090 -0.1 0.2 -0.1
H -1.4071 4.5048 -2.7015 -0.1 0.4 -0.2
H 0.9055 0.1117 -3.9742 0.0 0.1 -0.4
H -0.4558 -2.0067 -4.3790 -0.1 -0.2 -0.1
H 3.3754 -0.2571 -3.4578 0.3 -0.1 -0.1
H -2.4192 -3.5188 -3.1694 -0.1 -0.3 -0.2
H 5.1463 -0.0652 -1.3486 0.2 -0.1 -0.1
H -2.6920 -2.3896 -0.6638 0.1 0.0 -0.2
H 3.5315 0.4538 0.8332 -0.1 0.0 -0.3
H -1.7762 -0.6792 1.7774 -0.3 -0.1 0.2
C -1.9795 -1.4616 2.5266 0.1 0.0 0.0
H -2.8255 -2.0624 2.1979 0.0 0.1 0.0
H -1.0928 -2.0819 2.6506 -0.2 0.0 0.0
H -2.2123 -0.9751 3.4790 0.0 -0.1 -0.2
Br 0.8203 3.2693 3.4978 0.2 -0.6 1.1
C 0.9698 1.9085 4.7757 -0.1 -0.1 -0.8
C 1.0116 2.3020 6.1304 0.1 -0.3 2.0
C 1.1016 1.3539 7.1582 -0.1 1.5 -0.6
C 1.1541 -0.0075 6.8450 0.0 0.1 0.4
C 1.1136 -0.4109 5.5101 -0.2 0.3 -1.9
C 1.0125 0.5165 4.4479 0.4 -1.3 0.7
C 0.9661 -0.0375 3.0050 -0.2 -0.9 1.0
O 0.9676 -1.2656 2.8931 0.2 0.5 -0.2
O 0.8620 0.8010 2.0740 -0.1 0.7 0.0
H 0.9652 3.3559 6.3889 0.0 -0.1 -0.1
H 1.1256 1.6750 8.2013 0.0 0.0 -0.4
H 1.2199 -0.7507 7.6420 0.0 0.2 -0.3
H 1.1451 -1.4842 5.2942 0.0 0.5 -0.3
```
Positions in Å, forces in eV/Å.

Energy relative to the best compared isomer or geometry (same formula, charge and spin) ... 0.0 kJ/mol
HOMO level (alpha / beta) ... -14.53 / -14.67 eV
Kohn-Sham gap (alpha / beta) ... 0.1486 / 0.1729 Eh
E ... -4413.588555 Ha
2S+1 ... 1
Net charge ... +2

Atomic charges from the Löwdin analysis, expressed in e, are listed below: C -0.0926; N -0.1301; N -0.0398; C -0.0500; C -0.0148; B -0.4152; N -0.0379; N -0.1378; C -0.1033; C -0.0185; C -0.0483; Ca 1.4357; N 0.0578; N 0.0109; C -0.0338; C 0.1118; C 0.0586; H 0.1407; H 0.1620; H 0.1383; H 0.1203; H 0.1331; H 0.1317; H 0.1069; H 0.1072; H 0.1189; H 0.1243; H -0.0261; C -0.0176; H 0.0375; H 0.0251; H 0.0448; Br 1.0372; C -0.5135; C -0.0583; C 0.0036; C 0.0427; C 0.0521; C -0.0727; C -0.6692; O 0.0151; O -0.2822; H 0.1194; H 0.1366; H 0.1449; H 0.1443

Entry 3:
A 17-piece molecular cluster, H33O17 overall at a distorted geometry, computed with the ωB97M-V functional and the def2-TZVPD basis.

The geometry in XYZ format:
```
50
Properties=species:S:1:pos:R:3:forces:R:3
O 0.0888 -3.8152 -1.6595 -4.1 -3.4 -1.9
H 0.6758 -3.2239 -1.3213 1.7 3.2 1.7
H -0.8800 -3.5554 -1.6117 2.4 0.3 0.1
O -4.3140 3.0239 1.3065 -1.8 1.0 4.1
H -5.1081 2.5637 1.7055 1.7 0.5 -1.4
H -4.1226 2.7816 0.4461 0.1 -1.0 -3.0
O -1.4244 -4.9726 2.1927 1.3 1.2 -2.2
H -0.9742 -5.8269 2.3962 -0.1 1.4 -0.8
H -0.8699 -4.2730 1.4718 -1.6 -3.2 3.3
O 5.7892 -0.9859 1.1076 0.9 -0.5 -0.5
H 5.8972 -1.2337 0.1756 0.0 0.2 0.4
H 4.8488 -0.8526 1.1679 -1.0 0.4 0.0
O -0.1911 -0.6351 -0.6265 -0.9 1.2 1.7
H -0.7402 -2.2154 2.1883 0.1 -1.3 -0.2
O -1.0443 1.6279 0.2750 -2.9 -0.5 6.3
H 2.9462 1.6603 2.1457 0.6 -0.4 0.9
H -0.6410 1.6780 -0.4941 3.3 0.1 -5.9
O -3.2223 -2.6075 -3.0766 7.2 3.9 2.7
H -2.2978 0.2819 1.7730 -2.6 0.1 -0.4
H -3.7259 -3.0458 -3.6032 -5.7 -4.0 -3.9
O 0.0190 0.8759 -3.8478 3.4 -4.9 0.2
H -0.1734 1.6297 -4.2499 -1.5 5.4 -2.7
H 0.6804 -0.2022 -0.5010 -0.6 -0.4 -0.1
O -3.2985 0.5444 1.7315 4.1 1.6 -0.6
H -3.3469 -2.2641 -2.2241 -1.4 0.2 1.2
H -3.0370 1.5020 1.4290 -1.2 -2.1 0.6
O 2.0325 -0.9127 -3.1825 6.0 3.3 -0.6
H 1.2619 -1.3308 -3.1817 -5.5 -2.5 -0.2
H 1.9955 -0.1961 -3.8679 -0.5 -0.9 1.1
O -2.4037 3.0679 -1.5329 0.8 -1.0 2.6
H -1.7701 2.4726 -0.9280 -2.2 1.8 -0.8
H 3.6848 3.1345 -2.9982 0.9 -0.2 1.9
O -0.0955 -2.8843 1.8447 -2.1 0.6 1.4
H 0.5310 -2.2589 1.5878 2.4 1.3 -1.6
H 2.6551 0.6913 0.4694 -0.5 0.7 -0.2
O 3.7456 2.8551 -2.0209 0.2 0.9 -2.9
H 2.8833 2.4574 -2.0633 -1.1 -0.7 1.0
H -0.8105 0.0214 -0.0227 1.7 -1.2 -1.8
O -3.4712 0.5425 4.4345 -0.9 0.8 3.1
H -3.4398 -0.2049 3.9048 -0.3 -2.3 -1.6
H -2.9176 1.1072 3.9486 0.9 1.5 -1.0
O 3.6156 2.3068 2.4105 1.5 0.7 1.9
H 4.0722 2.1820 3.3203 -1.8 -0.4 -2.5
H -0.5560 0.7430 -3.1496 -1.9 -0.4 2.4
O 2.8152 -0.2561 0.4162 0.5 -1.2 -1.5
H -2.0839 2.9015 -2.3951 0.4 -0.2 -1.7
H 2.7881 -0.4259 -0.5671 0.1 0.2 1.3
O 1.4285 2.1044 0.5877 -1.4 -0.7 0.8
H 1.6561 2.4299 1.4621 -0.1 0.7 -0.1
H 0.3615 1.8349 0.7076 1.4 0.7 -0.5
```
Positions in Å, forces in eV/Å.

Energy relative to the best compared isomer or geometry (same formula, charge and spin) ... 320.9 kJ/mol
HOMO level (alpha / beta) ... 2.51 / -4.36 eV
<S²> ... 0.751
Kohn-Sham gap (alpha / beta) ... 0.0765 / 0.3246 Eh
E ... -1298.673733 Ha
2S+1 ... 2
Net charge ... -2

Atomic charges from the Löwdin analysis, expressed in e, are listed below: O -0.0639; H -0.0572; H 0.0599; O -0.0639; H 0.0817; H -0.0274; O -0.2378; H 0.0074; H 0.1166; O -0.0854; H 0.0325; H -0.0205; O -0.1782; H 0.0860; O -0.3014; H -0.0091; H -0.1444; O 0.0120; H 0.0606; H -0.0823; O -0.1033; H -0.0976; H -0.0202; O -0.1773; H 0.0185; H 0.0451; O -0.0811; H -0.0841; H 0.0307; O -0.1820; H 0.0250; H 0.0375; O -0.0619; H 0.0063; H -0.0277; O -0.1680; H -0.0326; H 0.0533; O -0.0438; H -0.0274; H -0.0111; O -0.1077; H 0.0863; H -0.0346; O -0.0983; H -0.0518; H 0.0536; O -0.1686; H -0.0104; H 0.0482